This record from OMol25 describes C4H8N2O2S in the gas phase. The level of theory is ωB97M-V/def2-TZVPD.

The geometry in ORCA input format:
```
! wB97M-V def2-TZVPD RIJCOSX def2/J DEFGRID3
* xyz 0 1
C -0.6071 -1.1723 -0.8493
C -0.9015 -0.6711 -2.2399
C 1.8988 1.6002 1.2528
C -0.1642 0.0199 0.0689
N -0.9529 -2.3227 -0.4735
N -0.7032 -0.0400 1.4327
O -1.4924 0.8308 1.6804
O -0.4311 -0.9627 2.1456
S 1.7145 0.0955 0.2192
H -0.0788 0.0397 -2.6851
H -1.7824 -0.1459 -2.2907
H -0.8715 -1.4959 -2.8745
H 2.9254 1.5410 1.4502
H 1.3167 1.5889 2.0852
H 1.4161 2.4855 0.7953
H -0.4529 1.0959 -0.2501
H -0.8334 -2.4868 0.5325
*
```

Properties
SMILES string = [H]/N=C(/C)[C@H](SC)[N+](=O)[O-]
ΔE to the lowest compared entry with this formula, charge and spin = 101.1 kcal per mole
HOMO energy = -9.55 eV